No. 1
This record from the OMol25 dataset describes an isolated molecule of C22H29N3O3S. The level of theory is wB97M-V/def2-TZVPD.

CARTESIAN COORDINATES (ANGSTROEM)
C1 2.21 -0.16 -2.40
S1 2.45 -1.10 -0.89
O1 2.04 -0.31 0.24
O2 3.79 -1.61 -0.89
N1 1.39 -2.39 -1.03
C2 1.92 -3.68 -1.39
C3 1.20 -4.27 -2.60
C4 1.34 -3.37 -3.79
C5 0.36 -2.43 -4.09
C6 0.51 -1.58 -5.17
C7 1.65 -1.64 -5.96
C8 2.64 -2.57 -5.66
C9 2.48 -3.42 -4.58
C10 0.24 -2.36 -0.15
C11 -0.37 -0.97 -0.26
O3 -0.58 -0.51 -1.37
N2 -0.74 -0.30 0.85
C12 -0.40 -0.64 2.22
C13 -1.54 -0.21 3.16
N3 -1.90 1.19 3.05
C14 -0.94 2.11 3.65
C15 -1.54 3.48 3.76
C16 -0.83 4.61 3.35
C17 -1.39 5.87 3.46
C18 -2.66 6.02 3.99
C19 -3.38 4.90 4.40
C20 -2.82 3.64 4.29
C21 -2.21 1.49 1.67
C22 -1.09 1.10 0.70
H1 2.75 0.77 -2.29
H2 2.59 -0.74 -3.22
H3 1.14 0.02 -2.50
H4 1.86 -4.37 -0.54
H5 2.98 -3.52 -1.62
H6 1.64 -5.25 -2.81
H7 0.15 -4.42 -2.37
H8 -0.52 -2.36 -3.47
H9 -0.26 -0.85 -5.39
H10 1.77 -0.97 -6.80
H11 3.53 -2.62 -6.27
H12 3.26 -4.15 -4.36
H13 -0.50 -3.08 -0.52
H14 0.53 -2.64 0.87
H15 -0.26 -1.72 2.33
H16 0.54 -0.14 2.49
H17 -1.25 -0.43 4.19
H18 -2.43 -0.79 2.92
H19 0.02 2.16 3.11
H20 -0.73 1.73 4.66
H21 0.16 4.50 2.93
H22 -0.83 6.73 3.14
H23 -3.10 7.00 4.08
H24 -4.37 5.02 4.81
H25 -3.36 2.77 4.60
H26 -2.42 2.56 1.58
H27 -3.12 0.93 1.41
H28 -1.41 1.25 -0.34
H29 -0.20 1.71 0.87

## Properties
F_max = 0.017 hartree/bohr
Structure (SMILES) = CS(=O)(=O)N(CCc1ccccc1)CC(=O)N1CCN(Cc2ccccc2)CC1
Total charge = 0
Energy above the lowest of the compared OMol25 structures with the same formula, charge and spin = 2.781 eV

No. 2
This record from the OMol25 dataset describes an isolated molecule of C22H29N3O4. The level of theory is wB97M-V/def2-TZVPD.

CARTESIAN COORDINATES (ANGSTROEM)
C1 -2.73 -0.09 -3.07
C2 -2.89 1.40 -2.82
O1 -3.41 1.65 -1.51
C3 -2.55 1.76 -0.51
O2 -1.35 1.69 -0.64
C4 -3.21 1.98 0.84
C5 -4.74 2.01 0.83
C6 -5.34 0.62 0.59
C7 -4.76 -0.39 1.58
N1 -3.31 -0.40 1.48
C8 -2.72 -1.30 0.68
C9 -1.45 -1.51 0.11
N2 -0.30 -0.81 0.05
C10 0.82 -1.31 -0.71
C11 2.11 -1.24 0.11
C12 2.51 0.20 0.46
N3 3.80 0.28 1.11
C13 3.83 -0.01 2.52
C14 4.97 0.14 0.37
C15 4.98 0.17 -1.03
C16 6.16 0.08 -1.74
C17 7.37 -0.05 -1.09
C18 7.38 -0.09 0.29
C19 6.20 0.00 1.01
C20 -1.84 -2.83 -0.41
O3 -1.26 -3.71 -1.01
C21 -3.22 -2.57 0.14
O4 -4.31 -3.11 0.10
C22 -2.71 0.87 1.81
H1 -3.67 -0.61 -2.90
H2 -2.42 -0.25 -4.10
H3 -1.97 -0.51 -2.41
H4 -3.63 1.83 -3.50
H5 -1.93 1.92 -2.93
H6 -2.82 2.93 1.20
H7 -5.07 2.38 1.80
H8 -5.09 2.70 0.06
H9 -5.12 0.29 -0.42
H10 -6.42 0.66 0.71
H11 -5.02 -0.12 2.61
H12 -5.13 -1.39 1.37
H13 -0.35 0.19 0.15
H14 0.94 -0.71 -1.63
H15 0.62 -2.34 -1.00
H16 2.92 -1.70 -0.47
H17 1.98 -1.82 1.02
H18 2.51 0.82 -0.43
H19 1.77 0.63 1.15
H20 2.82 0.07 2.92
H21 4.46 0.70 3.05
H22 4.19 -1.02 2.73
H23 4.06 0.27 -1.59
H24 6.12 0.12 -2.82
H25 8.29 -0.13 -1.65
H26 8.31 -0.20 0.83
H27 6.26 -0.04 2.09
H28 -3.02 1.14 2.82
H29 -1.63 0.79 1.77

## Properties
F_max = 0.016 hartree/bohr
Structure (SMILES) = CCOC(=O)[C@H]1CCCN(c2c(NCCCN(C)c3ccccc3)c(=O)c2=O)C1
Total charge = 0
Energy above the lowest of the compared OMol25 structures with the same formula, charge and spin = 1.278 eV

No. 3
This record from the OMol25 dataset describes an isolated molecule of C22H29N3O4S. The level of theory is wB97M-V/def2-TZVPD.

CARTESIAN COORDINATES (ANGSTROEM)
C1 -8.99 -0.78 -1.57
O1 -8.21 -1.41 -0.59
C2 -6.94 -0.93 -0.37
C3 -6.36 0.13 -1.04
C4 -5.06 0.52 -0.74
C5 -4.32 -0.13 0.24
N1 -3.04 0.28 0.62
C6 -1.98 -0.71 0.63
C7 -0.89 -0.27 1.62
N2 -0.39 1.02 1.22
C8 0.80 1.28 0.64
O2 1.08 2.39 0.20
C9 1.81 0.13 0.59
N3 3.03 0.49 -0.06
C10 3.98 1.36 0.58
C11 4.84 0.61 1.60
C12 5.53 -0.53 0.92
C13 4.94 -1.79 0.85
C14 5.54 -2.81 0.15
C15 6.75 -2.60 -0.49
C16 7.35 -1.36 -0.43
C17 6.75 -0.33 0.27
S1 3.09 0.35 -1.71
C18 2.59 1.95 -2.41
O3 4.46 0.13 -2.08
O4 2.12 -0.64 -2.07
C19 -1.44 2.02 1.17
C20 -2.54 1.57 0.19
C21 -4.93 -1.19 0.92
C22 -6.21 -1.59 0.61
H1 -9.17 0.28 -1.33
H2 -8.54 -0.86 -2.56
H3 -9.95 -1.31 -1.57
H4 -6.89 0.67 -1.81
H5 -4.64 1.34 -1.30
H6 -2.38 -1.68 0.92
H7 -1.52 -0.81 -0.37
H8 -0.10 -1.01 1.66
H9 -1.34 -0.17 2.61
H10 1.39 -0.69 0.00
H11 2.02 -0.22 1.61
H12 3.47 2.21 1.05
H13 4.63 1.74 -0.22
H14 5.57 1.30 2.03
H15 4.21 0.24 2.41
H16 4.00 -1.96 1.35
H17 5.07 -3.78 0.10
H18 7.22 -3.40 -1.04
H19 8.29 -1.19 -0.93
H20 7.22 0.64 0.31
H21 3.49 2.53 -2.59
H22 2.08 1.74 -3.34
H23 1.93 2.44 -1.70
H24 -1.00 2.96 0.84
H25 -1.87 2.13 2.17
H26 -3.36 2.29 0.23
H27 -2.13 1.54 -0.83
H28 -4.39 -1.70 1.70
H29 -6.67 -2.41 1.14

## Properties
F_max = 0.016 hartree/bohr
Structure (SMILES) = COc1ccc(N2CCN(C(=O)CN(CCc3ccccc3)S(C)(=O)=O)CC2)cc1
Total charge = 0
Energy above the lowest of the compared OMol25 structures with the same formula, charge and spin = 2.078 eV

No. 4
This record from the OMol25 dataset describes an isolated molecule of C22H29N3O5. The level of theory is wB97M-V/def2-TZVPD.

CARTESIAN COORDINATES (ANGSTROEM)
C1 6.26 -1.48 -1.62
C2 5.42 -1.95 -0.44
C3 6.05 -1.51 0.88
C4 5.24 -3.47 -0.48
O1 4.14 -1.29 -0.63
C5 3.15 -1.47 0.25
O2 3.19 -2.18 1.23
N1 2.06 -0.72 -0.07
C6 0.84 -0.87 0.70
C7 -0.27 -1.51 -0.14
C8 -0.45 -0.89 -1.54
C9 -1.34 0.35 -1.59
O3 -2.28 0.42 -2.36
N2 -1.02 1.36 -0.76
C10 -1.73 2.61 -0.76
C11 -2.64 2.76 0.49
C12 -3.43 1.50 0.65
C13 -4.51 1.10 -0.08
N3 -4.89 -0.15 0.29
C14 -4.04 -0.61 1.25
C15 -4.00 -1.83 1.92
C16 -3.01 -2.01 2.86
C17 -2.08 -1.01 3.14
C18 -2.11 0.20 2.48
C19 -3.10 0.41 1.52
C20 -0.72 3.75 -0.78
O4 0.45 3.61 -0.56
O5 -1.29 4.93 -1.03
C21 0.91 -0.64 -2.21
C22 1.92 0.04 -1.29
H1 6.35 -0.40 -1.61
H2 5.78 -1.77 -2.56
H3 7.25 -1.93 -1.58
H4 5.45 -1.84 1.72
H5 7.05 -1.94 0.97
H6 6.13 -0.42 0.91
H7 4.63 -3.80 0.36
H8 6.21 -3.95 -0.41
H9 4.76 -3.77 -1.40
H10 1.07 -1.52 1.55
H11 0.54 0.10 1.09
H12 -1.20 -1.48 0.41
H13 0.00 -2.56 -0.29
H14 -0.99 -1.62 -2.15
H15 -0.22 1.30 -0.15
H16 -2.35 2.64 -1.66
H17 -3.29 3.62 0.35
H18 -2.02 2.92 1.37
H19 -5.04 1.64 -0.84
H20 -5.64 -0.68 -0.13
H21 -4.72 -2.60 1.71
H22 -2.95 -2.95 3.40
H23 -1.32 -1.19 3.89
H24 -1.39 0.97 2.71
H25 -0.63 5.64 -1.01
H26 0.76 -0.03 -3.11
H27 1.32 -1.60 -2.52
H28 2.89 0.09 -1.78
H29 1.61 1.06 -1.04

## Properties
F_max = 0.014 hartree/bohr
Structure (SMILES) = CC(C)(C)OC(=O)N1CCC(C(=O)N[C@@H](Cc2c[nH]c3ccccc23)C(=O)O)CC1
Total charge = 0
Energy above the lowest of the compared OMol25 structures with the same formula, charge and spin = 0.159 eV

No. 5
This record from the OMol25 dataset describes an isolated molecule of C22H29N3O5S at a distorted geometry. The level of theory is wB97M-V/def2-TZVPD.

CARTESIAN COORDINATES (ANGSTROEM)
C1 -0.25 -6.88 0.49
O1 -1.13 -6.33 -0.47
C2 -0.90 -4.96 -0.75
C3 -1.38 -4.02 0.36
C4 -1.07 -2.56 0.02
N1 -1.27 -1.71 1.18
C5 -2.45 -0.88 1.22
C6 -2.38 0.23 0.15
O2 -3.04 0.18 -0.86
N2 -1.49 1.18 0.48
C7 -1.05 2.28 -0.27
C8 -1.62 2.64 -1.49
C9 -1.14 3.74 -2.18
C10 -0.08 4.51 -1.69
N3 0.33 5.64 -2.39
C11 1.28 6.57 -1.82
C12 2.72 6.17 -2.17
O3 2.88 6.10 -3.57
C13 1.97 5.19 -4.15
C14 0.52 5.57 -3.82
C15 0.47 4.13 -0.46
C16 -0.01 3.04 0.23
S1 0.12 -1.16 1.90
O4 1.14 -0.86 0.93
O5 -0.25 -0.11 2.81
C17 0.61 -2.62 2.81
C18 1.64 -3.40 2.35
C19 1.95 -4.58 3.02
C20 1.21 -4.95 4.13
C21 0.18 -4.15 4.59
C22 -0.13 -2.97 3.92
H1 -0.42 -6.47 1.49
H2 -0.46 -7.95 0.50
H3 0.79 -6.71 0.20
H4 -1.46 -4.77 -1.67
H5 0.17 -4.79 -0.94
H6 -0.87 -4.27 1.29
H7 -2.45 -4.15 0.51
H8 -1.70 -2.22 -0.81
H9 -0.02 -2.46 -0.28
H10 -2.52 -0.45 2.22
H11 -3.33 -1.51 1.03
H12 -0.99 1.05 1.36
H13 -2.43 2.07 -1.89
H14 -1.62 4.01 -3.10
H15 1.15 6.63 -0.74
H16 1.08 7.55 -2.25
H17 3.44 6.91 -1.82
H18 2.96 5.19 -1.73
H19 2.15 5.21 -5.22
H20 2.16 4.17 -3.77
H21 -0.16 4.84 -4.27
H22 0.30 6.56 -4.25
H23 1.30 4.68 -0.03
H24 0.44 2.76 1.17
H25 2.20 -3.08 1.48
H26 2.75 -5.20 2.67
H27 1.45 -5.87 4.65
H28 -0.38 -4.44 5.46
H29 -0.92 -2.32 4.25

## Properties
F_max = 0.021 hartree/bohr
Structure (SMILES) = COCCCN(CC(=O)Nc1ccc(N2CCOCC2)cc1)S(=O)(=O)c1ccccc1
Total charge = 0
Energy above the lowest of the compared OMol25 structures with the same formula, charge and spin = 2.724 eV

No. 6
This record from the OMol25 dataset describes an isolated molecule of C22H29N3OS. The level of theory is wB97M-V/def2-TZVPD.

CARTESIAN COORDINATES (ANGSTROEM)
C1 2.27 4.40 0.13
O1 2.74 3.32 0.91
C2 3.20 2.21 0.27
C3 3.65 1.18 1.10
C4 4.13 0.01 0.55
C5 4.18 -0.17 -0.83
C6 4.64 -1.47 -1.42
C7 3.47 -2.45 -1.61
N1 2.84 -2.82 -0.37
C8 1.91 -2.11 0.33
S1 1.71 -2.47 1.94
N2 1.16 -1.19 -0.30
C9 0.10 -0.46 0.36
C10 -1.20 -1.26 0.41
C11 -2.30 -0.41 1.07
N3 -2.51 0.87 0.42
C12 -3.25 0.78 -0.83
C13 -4.67 0.33 -0.58
C14 -5.41 0.92 0.43
C15 -6.71 0.53 0.67
C16 -7.29 -0.46 -0.10
C17 -6.56 -1.06 -1.11
C18 -5.25 -0.67 -1.35
C19 -1.28 1.62 0.34
C20 -0.14 0.86 -0.36
C21 3.72 0.86 -1.64
C22 3.25 2.04 -1.11
H1 1.41 4.11 -0.48
H2 3.05 4.80 -0.52
H3 1.96 5.16 0.84
H4 3.61 1.32 2.16
H5 4.48 -0.77 1.21
H6 5.38 -1.94 -0.76
H7 5.11 -1.30 -2.39
H8 2.73 -2.00 -2.28
H9 3.83 -3.37 -2.08
H10 3.39 -3.42 0.23
H11 1.28 -1.04 -1.29
H12 0.43 -0.26 1.38
H13 -1.50 -1.55 -0.60
H14 -1.05 -2.17 0.99
H15 -3.25 -0.96 1.07
H16 -2.01 -0.21 2.10
H17 -3.28 1.78 -1.27
H18 -2.78 0.11 -1.57
H19 -4.94 1.69 1.04
H20 -7.28 0.99 1.47
H21 -8.31 -0.77 0.09
H22 -7.00 -1.84 -1.72
H23 -4.68 -1.14 -2.14
H24 -1.48 2.56 -0.18
H25 -0.97 1.85 1.36
H26 -0.41 0.67 -1.41
H27 0.77 1.47 -0.35
H28 3.75 0.74 -2.72
H29 2.91 2.82 -1.78

## Properties
F_max = 0.017 hartree/bohr
Structure (SMILES) = COc1ccc(CCNC(=S)NC2CCN(Cc3ccccc3)CC2)cc1
Total charge = 0
Energy above the lowest of the compared OMol25 structures with the same formula, charge and spin = 0.113 eV

No. 7
This record from the OMol25 dataset describes an isolated molecule of C22H29N5O3 at a distorted geometry. The level of theory is wB97M-V/def2-TZVPD.

CARTESIAN COORDINATES (ANGSTROEM)
C1 -0.21 5.20 3.00
C2 -0.39 3.93 3.82
C3 -0.04 4.17 5.28
C4 0.47 2.79 3.26
N1 0.09 2.45 1.91
C5 0.93 2.55 0.86
O1 2.08 2.91 0.94
C6 0.27 2.18 -0.48
N2 0.09 0.74 -0.61
C7 1.04 0.06 -1.39
O2 1.93 0.64 -1.97
C8 0.78 -1.35 -1.41
C9 -0.33 -1.91 -0.80
N3 -0.35 -3.25 -1.00
C10 0.73 -3.50 -1.71
N4 1.45 -2.40 -2.00
C11 2.70 -2.31 -2.70
C12 3.89 -2.73 -1.81
C13 3.96 -1.86 -0.57
C14 5.17 -2.63 -2.63
N5 -1.23 -1.16 -0.11
C15 -2.44 -1.77 0.43
C16 -3.52 -1.80 -0.62
C17 -3.59 -2.86 -1.52
C18 -4.56 -2.87 -2.51
C19 -5.45 -1.81 -2.62
C20 -5.38 -0.75 -1.73
C21 -4.41 -0.74 -0.74
C22 -1.04 0.19 -0.01
O3 -1.83 0.89 0.60
H1 -0.46 5.02 1.96
H2 -0.84 6.00 3.38
H3 0.83 5.52 3.04
H4 -1.45 3.62 3.76
H5 -0.65 4.97 5.70
H6 1.01 4.46 5.37
H7 -0.20 3.27 5.88
H8 0.38 1.91 3.90
H9 1.52 3.10 3.23
H10 -0.85 2.12 1.75
H11 -0.70 2.67 -0.57
H12 0.94 2.49 -1.28
H13 1.01 -4.48 -2.04
H14 2.83 -1.27 -3.01
H15 2.65 -2.95 -3.59
H16 3.74 -3.78 -1.51
H17 4.86 -2.10 0.01
H18 3.10 -2.01 0.08
H19 4.00 -0.81 -0.84
H20 6.02 -2.95 -2.03
H21 5.12 -3.24 -3.52
H22 5.34 -1.59 -2.93
H23 -2.75 -1.17 1.29
H24 -2.17 -2.78 0.74
H25 -2.88 -3.67 -1.43
H26 -4.61 -3.69 -3.20
H27 -6.20 -1.82 -3.39
H28 -6.07 0.07 -1.81
H29 -4.34 0.09 -0.05

## Properties
F_max = 0.029 hartree/bohr
Structure (SMILES) = CC(C)CNC(=O)Cn1c(=O)c2c(ncn2CC(C)C)n(Cc2ccccc2)c1=O
Total charge = 0
Energy above the lowest of the compared OMol25 structures with the same formula, charge and spin = 0.121 eV

No. 8
This record from the OMol25 dataset describes a structure of composition C22H29N6OOsS at a distorted geometry. The level of theory is wB97M-V/def2-TZVPD.

CARTESIAN COORDINATES (ANGSTROEM)
Os1 10.04 9.00 6.25
C1 11.08 9.45 9.24
N1 9.93 8.85 8.58
C2 9.88 7.33 8.78
C3 8.98 6.73 7.82
C4 8.27 5.61 8.10
C5 7.28 5.11 7.22
C6 6.96 5.93 6.13
C7 7.80 6.96 5.79
N2 8.77 7.41 6.62
C8 8.73 9.48 9.09
C9 7.99 10.23 8.05
C10 6.85 10.95 8.43
C11 6.18 11.70 7.49
C12 6.55 11.55 6.14
C13 7.51 10.55 5.83
N3 8.33 10.07 6.80
C14 12.30 9.25 8.41
C15 13.61 9.43 8.85
C16 14.67 9.24 8.02
C17 14.41 8.79 6.73
C18 13.11 8.68 6.34
N4 12.02 8.94 7.09
H1 11.31 9.02 10.24
H2 10.89 10.52 9.41
H3 9.41 7.21 9.74
H4 10.87 6.86 8.80
H5 8.58 5.00 8.97
H6 6.70 4.25 7.36
H7 6.09 5.66 5.45
H8 7.74 7.48 4.83
H9 8.96 10.17 9.90
H10 8.16 8.77 9.65
H11 6.49 10.91 9.49
H12 5.33 12.32 7.79
H13 5.92 12.11 5.44
H14 7.64 10.26 4.80
H15 13.78 9.45 9.94
H16 15.69 9.44 8.36
H17 15.26 8.56 6.00
H18 12.97 8.36 5.27
C19 13.90 13.19 6.04
N5 12.94 12.21 5.62
C20 11.69 11.95 6.06
S1 10.82 10.74 5.03
N6 11.20 12.55 7.18
C21 11.97 13.30 8.16
H19 14.70 13.23 5.31
H20 14.32 13.04 7.05
H21 13.48 14.22 5.98
H22 13.23 11.78 4.72
H23 10.19 12.54 7.37
H24 12.93 12.84 8.33
H25 11.41 13.33 9.13
H26 12.18 14.38 7.86
C22 10.66 7.11 4.14
O1 11.11 7.43 5.44
H27 9.82 7.76 3.80
H28 10.37 6.04 4.14
H29 11.45 7.26 3.39

## Properties
F_max = 0.084 hartree/bohr
Total charge = +3
E = -47546.355 eV
Spin multiplicity = 5
<S²> = 6.02

> Look up the F_max of the sixth one.

0.017 hartree/bohr